ORCA calculation (the ωB97M-V functional and the def2-TZVPD basis) on a 10-piece molecular cluster, C40H80O10 overall in a non-equilibrium geometry.

For the molar mass, the calculation gives 721.1 g mol⁻¹. The value obtained for the energy above the lowest of the compared OMol25 structures with the same formula, charge and spin is 1464.8 kJ/mol. As for the total energy: -2323.7695 Eh. As for the HOMO-LUMO gap: 9.938 eV. The HOMO energy is -9.36 eV. Its structure (SMILES) is C1CCOC1.C1CCOC1.C1CCOC1.C1CCOC1.C1CCOC1.C1CCOC1.C1CCOC1.C1CCOC1.C1CCOC1.C1CCOC1.

XYZ file:
```
130
Properties=species:S:1:pos:R:3:forces:R:3
C 3.108 2.963 0.698 6.1986 4.4226 0.2235
C 3.156 4.525 0.517 7.8564 -4.9427 -2.8658
C 4.314 5.029 1.380 -2.1195 -0.8054 -0.8864
O 4.715 3.912 2.166 0.1541 0.5142 -0.6171
C 4.504 2.784 1.324 -0.3592 -0.6282 0.0413
H 2.952 2.497 -0.158 -0.2636 -2.0924 -4.2015
H 2.387 2.673 1.275 -4.0047 -1.5221 4.0455
H 2.281 4.735 0.670 -9.2117 3.6743 2.3761
H 3.260 4.588 -0.546 0.5955 0.8003 -0.7616
H 3.761 5.771 1.903 0.7701 0.9812 1.4812
H 5.072 5.426 0.732 0.7580 0.2383 0.0731
H 4.436 1.960 1.962 0.2010 -1.4542 1.3051
H 5.378 2.544 0.677 -0.6381 0.7171 -0.2221
C 5.401 -1.299 0.520 3.9299 1.8098 -2.2125
C 5.133 -1.995 -0.858 -5.5030 4.7422 0.7548
C 5.808 -3.227 -0.789 1.1461 -3.3925 -1.6814
O 6.188 -3.442 0.526 -1.8159 -2.8806 3.0613
C 6.499 -2.206 1.081 1.5497 1.3399 -3.9391
H 4.725 -1.392 1.242 -3.8879 -0.4126 2.2426
H 5.696 -0.179 0.579 -0.3387 -1.7573 -0.7175
H 5.304 -1.344 -1.685 1.1595 0.3818 -0.6595
H 3.968 -1.990 -1.000 1.7070 -0.8669 0.5775
H 6.794 -3.145 -1.127 1.5442 0.4670 -2.4031
H 5.319 -4.072 -1.419 0.6745 0.9065 1.9174
H 7.499 -1.975 0.543 -0.8699 0.3708 1.5548
H 6.461 -2.130 2.124 0.6216 -0.6595 1.5128
C -4.066 -3.566 -0.001 1.9200 1.6901 -2.9335
C -3.589 -4.144 1.298 -1.2852 -0.5516 0.7414
C -3.929 -3.058 2.319 -1.6948 0.6198 1.5308
O -4.541 -1.998 1.610 0.1764 1.3824 0.1434
C -5.089 -2.544 0.477 -0.1090 -5.1992 2.0956
H -4.480 -4.191 -0.819 0.0295 -0.3829 1.0755
H -3.186 -3.126 -0.536 -0.6443 0.3772 0.4065
H -2.593 -4.536 1.459 0.2635 0.1712 -0.5912
H -4.275 -4.934 1.364 -0.7024 -1.6622 1.0421
H -3.026 -2.658 2.680 1.2312 0.5237 0.9072
H -4.655 -3.167 3.244 1.5134 -1.0020 -1.6900
H -5.446 -1.868 -0.162 -1.0876 2.8881 -2.5813
H -5.950 -3.268 0.758 0.4424 1.2604 -0.1597
C 0.996 -0.919 0.983 2.1394 -1.6408 1.3959
C -0.283 -0.351 1.499 -2.9375 -2.0137 -0.1570
C -1.387 -0.638 0.436 2.8709 3.2549 -1.4356
O -0.513 -0.815 -0.749 -0.5053 -1.3278 -0.4178
C 0.717 -1.616 -0.359 -1.4388 0.1678 -0.5230
H 1.703 -1.370 1.811 -1.9002 -0.2168 -1.5093
H 1.663 -0.182 0.758 1.5562 2.7559 -0.9310
H -0.450 0.657 1.715 1.0221 1.6827 0.6939
H -0.695 -0.960 2.283 0.4453 0.0565 1.2796
H -2.228 0.155 0.350 2.0341 -0.2757 -0.7078
H -2.016 -1.355 0.777 -1.2441 -3.6583 0.1456
H 1.495 -1.756 -1.231 -1.2707 1.7171 1.6192
H 0.473 -2.663 -0.300 -0.8380 -0.5017 0.6350
C -1.394 -5.829 -3.557 0.9721 -1.3487 0.1578
C 0.039 -5.250 -3.751 -3.9175 1.8860 0.9031
C -0.010 -3.988 -2.802 -0.2574 -3.2311 -2.1662
O -0.897 -4.356 -1.784 0.4751 0.0775 1.3689
C -1.923 -5.269 -2.213 1.5755 0.3291 -1.3384
H -1.289 -6.924 -3.658 -0.2168 0.1687 0.7829
H -2.053 -5.643 -4.375 -0.4520 0.8496 -0.6093
H 0.115 -5.058 -4.783 0.8811 0.5191 -1.1545
H 0.708 -5.879 -3.364 2.8088 -2.8210 0.9943
H -0.429 -3.392 -3.582 -0.0126 2.3438 0.4855
H 1.010 -3.914 -2.440 -0.2247 1.1484 0.2022
H -2.711 -4.542 -2.500 -0.7121 -1.3530 0.9334
H -1.971 -6.107 -1.457 -0.8787 1.4316 -0.5666
C 2.472 -0.537 -4.092 -0.3874 -1.5689 1.4010
C 3.237 -1.335 -5.098 0.3231 -0.1706 -3.7320
C 2.372 -2.580 -5.298 -2.8187 6.3969 10.7944
O 0.999 -2.083 -5.284 1.5071 0.4028 -0.8899
C 1.037 -0.815 -4.588 -0.1787 -2.7851 3.6831
H 2.681 0.520 -4.100 0.2327 0.2510 0.3169
H 2.667 -1.047 -2.989 -0.5295 1.5352 -2.7090
H 4.190 -1.648 -4.726 0.8999 0.1148 -0.1958
H 3.315 -0.837 -6.239 0.0219 -0.8452 3.1870
H 2.464 -3.200 -4.317 0.0550 0.7228 -1.1822
H 2.546 -3.177 -5.954 1.8536 -6.4748 -8.4473
H 0.462 -1.076 -3.642 -0.1036 1.1756 -1.1531
H 0.650 -0.042 -5.166 -0.8855 1.2454 -1.0208
C -4.140 2.461 4.188 -0.6356 0.6529 -2.0790
C -3.227 2.103 3.080 1.8185 0.4413 -3.3503
C -2.601 3.435 2.602 0.7231 1.9476 4.7772
O -3.636 4.408 2.930 1.1653 -1.1882 0.0738
C -4.015 3.946 4.233 -1.7746 -2.2375 -5.5240
H -3.788 2.004 5.030 0.1073 -1.2118 2.5918
H -5.151 2.247 3.872 -0.2732 -0.6548 0.5348
H -3.757 1.722 2.198 -0.0913 -0.1159 0.1999
H -2.383 1.449 3.197 0.0786 -0.7943 0.8317
H -2.246 3.554 1.665 0.2537 0.0224 -3.5623
H -1.563 3.820 3.179 -2.4848 -1.3721 -0.6142
H -4.894 4.351 4.425 -4.1513 2.1113 0.9109
H -3.414 4.207 4.913 5.2979 2.3365 5.1035
C -1.441 3.686 -2.439 0.2746 1.7184 0.2660
C -1.512 2.445 -1.589 -0.1207 -1.0587 1.5397
C -0.128 2.339 -0.861 0.5131 0.6117 1.8060
O 0.448 3.689 -1.096 0.4160 -1.7306 1.8597
C 0.046 4.006 -2.357 0.4647 -1.1375 -3.2288
H -1.946 4.614 -2.206 -0.9468 -0.2604 0.8936
H -1.783 3.403 -3.396 -0.0451 0.0875 -1.4267
H -1.650 1.534 -2.233 -0.3177 0.8204 0.9198
H -2.255 2.565 -0.756 0.2314 -0.5653 -1.1007
H 0.568 1.418 -1.244 -1.5770 2.4475 1.0025
H -0.308 2.375 0.333 0.7805 -0.7170 -2.8008
H 0.327 3.134 -3.016 1.3067 0.9977 -0.1907
H 0.504 4.984 -2.712 -0.9571 -1.1931 0.4913
C 2.554 1.422 5.668 -2.5667 -0.9700 0.0328
C 3.828 0.567 5.859 -1.9894 1.6795 -0.3007
C 4.205 0.132 4.540 2.2870 -1.9811 -4.6168
O 3.004 0.088 3.734 0.1111 0.0061 0.8362
C 2.401 1.292 4.174 3.2884 -0.1757 0.6004
H 2.383 2.514 5.781 1.1527 -0.6020 0.9717
H 1.706 0.908 6.219 0.8213 0.6371 -0.5808
H 3.605 -0.290 6.377 -0.7161 -1.7751 1.7483
H 4.562 1.083 6.316 2.6617 1.6128 1.7424
H 4.681 -0.893 4.478 -0.7396 0.8573 0.3908
H 4.968 0.738 3.937 -0.9506 -0.0309 1.1327
H 1.535 1.500 3.733 -4.1194 0.0136 -1.5093
H 3.019 2.093 3.815 0.7670 0.7438 -0.5499
C -5.253 1.421 -0.646 0.5707 -0.1001 -1.9744
C -6.051 1.099 -1.970 -2.6730 -1.2433 -0.2982
C -6.525 2.484 -2.451 -2.7328 0.1819 1.6718
O -5.554 3.273 -1.952 1.9056 2.7488 -0.5458
C -5.356 2.924 -0.639 1.2705 -0.1381 0.0091
H -4.204 1.184 -0.825 0.0122 -0.3073 -0.0093
H -5.515 0.992 0.285 -0.7775 -0.7385 0.6747
H -6.864 0.278 -2.060 0.9312 1.4266 1.1273
H -5.473 0.779 -2.778 1.9284 -0.6288 -0.8543
H -7.479 2.834 -1.936 0.3820 -0.8707 -0.3537
H -6.670 2.847 -3.451 0.1164 -1.0861 -1.0516
H -6.149 3.243 -0.034 -1.5010 0.6373 1.0239
H -4.471 3.458 -0.360 0.6328 0.0786 0.6387
```
Forces are in eV/Å.